C20H28NO3PV | ωB97M-V/def2-TZVPD

Last column: Mulliken spin population.
Geometry (Å):
C  4.33  -2.28  0.21  0.013
C  4.15  -0.94  -0.16  -0.001
C  2.88  -0.34  -0.17  0.000
C  1.73  -1.04  0.25  -0.063
C  1.92  -2.39  0.55  -0.097
C  3.19  -3.00  0.58  -0.002
C  2.83  1.12  -0.54  0.013
C  2.02  1.58  -1.78  0.006
N  0.94  0.81  -2.30  -0.007
V  -0.15  -0.01  1.29  3.261
C  0.75  -3.26  0.99  -0.018
P  -0.69  -3.07  -0.07  -0.067
H  5.03  -0.37  -0.45  -0.001
H  3.29  -4.05  0.90  -0.002
H  5.32  -2.74  0.21  0.001
H  0.42  -3.05  2.02  0.011
H  0.93  -4.34  0.85  0.001
H  2.49  1.70  0.33  0.000
H  3.86  1.45  -0.76  0.000
H  1.60  2.57  -1.51  0.003
C  -2.33  -3.43  0.54  -0.010
C  -0.37  -3.46  -1.79  0.013
H  2.74  1.69  -2.63  0.001
C  1.23  -0.40  -2.99  0.006
C  -0.23  1.52  -2.73  0.002
H  -1.22  -1.42  0.39  0.032
H  1.62  -0.16  -4.00  0.001
H  1.98  -0.99  -2.44  0.002
H  0.33  -1.03  -3.08  -0.003
H  -0.09  1.90  -3.76  -0.001
H  -1.12  0.85  -2.70  0.003
H  -0.44  2.34  -2.03  0.003
H  -0.51  -4.55  -1.76  -0.004
H  -1.11  -2.97  -2.44  0.000
H  0.66  -3.19  -2.06  -0.002
H  -2.34  -4.51  0.51  0.004
H  -2.43  -3.03  1.55  0.000
H  -3.06  -2.98  -0.13  0.005
H  -0.71  -1.24  -0.24  -0.029
O  -2.19  0.80  1.79  0.011
C  -2.64  2.10  2.04  -0.007
C  -3.96  2.26  2.52  0.002
C  -4.44  3.56  2.74  -0.001
C  -3.61  4.67  2.50  0.001
C  -2.31  4.46  2.04  0.002
C  -1.81  3.19  1.80  0.015
C  -0.35  3.13  1.29  -0.024
O  0.25  4.21  1.26  0.004
O  0.17  1.99  0.93  -0.066
H  -2.86  0.18  2.13  -0.012
H  -4.60  1.42  2.71  0.000
H  -5.47  3.72  3.10  0.000
H  -3.97  5.68  2.67  0.000
H  -1.65  5.31  1.86  0.000

Properties
Molar mass = 412.37 g mol⁻¹
Frontier orbital gap (alpha / beta) = 5.77 / 5.52 eV
Total energy = -63796.109 eV
Multiplicity = 4
HOMO energy (alpha / beta) = -6.13 / -6.00 eV
Max |F| = 4.0 eV/A
LUMO (alpha / beta) = -0.36 / -0.47 eV

=====

C20H29BF2N12SSr | ωB97M-V/def2-TZVPD

Last column: Mulliken charge in e.
Geometry (Å):
Sr  9.88  11.33  9.18  2.007
C  10.43  5.92  13.60  -1.174
C  9.43  6.77  12.78  -0.263
N  9.92  6.94  11.45  -0.168
C  9.89  8.04  10.67  -0.001
S  8.99  9.39  11.24  -0.706
N  10.52  7.89  9.51  -1.284
N  10.71  9.04  8.75  0.646
C  11.96  9.00  8.00  0.711
C  12.61  7.63  7.83  -1.714
C  12.78  10.20  7.80  -0.119
C  14.16  10.19  7.55  -0.947
C  14.81  11.29  7.12  -0.125
C  14.12  12.47  6.87  -1.166
C  12.85  12.52  7.39  -0.383
N  12.18  11.41  7.80  0.363
H  10.03  5.87  14.66  0.334
H  11.39  6.49  13.66  0.289
H  10.51  4.89  13.28  0.346
H  9.37  7.80  13.12  0.254
H  8.40  6.32  12.82  0.217
H  10.31  6.10  11.00  0.311
H  11.77  6.92  7.92  0.444
H  13.36  7.38  8.60  0.340
H  13.05  7.53  6.81  0.349
H  14.74  9.27  7.70  0.344
H  15.88  11.17  6.99  0.390
H  14.58  13.40  6.50  0.330
H  12.28  13.41  7.52  0.459
N  7.23  12.38  10.98  -0.181
C  6.06  12.20  10.13  -0.815
C  6.32  11.32  8.86  -0.909
N  7.56  11.65  8.10  -0.319
H  7.18  11.64  11.68  0.209
H  7.08  13.28  11.45  0.227
H  5.62  13.20  9.90  0.359
H  5.19  11.70  10.62  0.306
H  5.44  11.39  8.23  0.372
H  6.32  10.32  9.13  0.549
H  7.62  12.68  8.03  0.167
H  7.51  11.32  7.13  0.147
N  10.55  12.03  12.63  -0.357
C  10.35  13.26  12.02  0.269
N  10.29  14.34  12.83  -0.688
C  10.15  15.53  12.22  0.441
N  10.25  16.63  13.00  -0.350
N  9.99  15.67  10.90  -0.694
C  9.98  14.53  10.17  -0.046
N  10.28  13.30  10.66  0.301
C  9.63  14.74  8.73  0.523
C  9.19  16.04  8.32  -0.476
C  8.76  16.25  6.98  -0.703
C  8.85  15.14  6.10  -0.762
C  9.35  13.94  6.58  -0.658
N  9.71  13.75  7.84  0.431
H  10.20  12.00  13.61  0.315
H  10.13  11.27  12.09  -0.072
H  10.41  16.52  13.99  0.248
H  10.02  17.52  12.60  0.240
H  9.19  16.79  9.09  0.578
H  8.35  17.21  6.75  0.455
H  8.55  15.22  5.07  0.458
H  9.63  13.16  5.84  0.465
F  9.66  10.12  6.92  -0.297
B  10.27  8.92  7.29  0.491
F  9.73  7.80  6.76  -0.309

Properties
Molar mass = 606.03 g mol⁻¹
Frontier orbital gap = 4.69 eV
Total energy = -56880.477 eV
HOMO energy = -5.76 eV
Max |F| = 2.9 eV/A
LUMO = -1.07 eV
Relative energy (zero: lowest compared OMol25 entry of this formula, charge and spin) = 0.0000 eV

=====

C20H29BF4N5O2PdS2 | ωB97M-V/def2-TZVPD

Last column: Mulliken spin population.
Geometry (Å):
Pd  0.12  -0.30  0.04  1.519
C  5.08  -0.43  -0.09  0.002
N  4.48  0.89  -0.09  0.001
C  5.36  2.04  -0.07  0.002
C  3.14  1.01  -0.11  -0.001
N  2.33  -0.01  -0.18  0.160
N  2.63  2.30  -0.05  0.001
C  1.33  2.73  -0.15  0.001
N  1.17  4.06  -0.10  0.002
N  0.33  1.91  -0.26  0.156
H  6.16  -0.34  -0.02  0.000
H  4.86  -0.98  -1.01  0.000
H  4.75  -1.01  0.78  0.000
H  6.40  1.70  -0.07  0.000
H  5.23  2.63  0.84  0.000
H  5.23  2.66  -0.96  0.000
H  2.79  -0.91  -0.26  -0.002
H  3.33  3.03  0.01  0.000
H  1.95  4.71  -0.06  0.000
H  0.27  4.49  -0.21  -0.001
H  -0.58  2.35  -0.36  -0.002
O  -2.30  -0.20  0.10  0.208
S  -3.03  -1.27  -0.64  0.229
C  -3.05  -2.75  0.52  0.094
C  -1.81  -2.82  1.40  -0.021
C  -2.02  -2.52  2.88  0.036
C  -2.46  -1.09  3.18  0.052
S  -1.10  0.17  3.34  0.133
O  -0.11  -0.15  2.24  0.131
C  -0.25  -0.39  4.85  0.247
C  1.01  -0.95  4.76  -0.009
C  1.67  -1.30  5.93  0.121
C  1.09  -1.04  7.16  0.209
C  -0.18  -0.47  7.24  0.023
C  -0.85  -0.12  6.08  0.096
C  -4.78  -0.77  -0.54  0.180
C  -5.16  0.37  0.15  0.030
C  -6.51  0.66  0.28  0.025
C  -7.45  -0.14  -0.35  0.147
C  -7.07  -1.28  -1.04  -0.018
C  -5.72  -1.58  -1.17  0.089
H  -3.10  -3.61  -0.15  -0.008
H  -3.98  -2.69  1.09  0.009
H  -1.03  -2.15  1.01  0.023
H  -1.42  -3.84  1.32  0.009
H  -1.10  -2.75  3.42  -0.007
H  -2.78  -3.20  3.28  0.007
H  -3.00  -1.01  4.11  -0.011
H  -3.08  -0.69  2.38  0.008
H  1.46  -1.12  3.79  0.001
H  2.64  -1.77  5.88  0.005
H  1.63  -1.26  8.07  -0.001
H  -0.63  -0.28  8.20  0.004
H  -1.81  0.36  6.14  -0.003
H  -4.41  1.01  0.61  -0.001
H  -6.81  1.52  0.85  0.004
H  -8.49  0.15  -0.34  0.001
H  -7.81  -1.92  -1.51  0.002
H  -5.42  -2.45  -1.75  -0.001
F  -0.15  -4.40  -0.64  0.000
B  0.96  -3.75  -0.75  0.001
F  1.18  -2.74  0.11  0.004
F  1.89  -4.01  -1.60  0.000
F  -0.58  -1.62  -1.38  0.114

Properties
Molar mass = 628.84 g mol⁻¹
Frontier orbital gap (alpha / beta) = 7.98 / 3.25 eV
Total energy = -69427.234 eV
Multiplicity = 5
HOMO energy (alpha / beta) = -16.39 / -16.29 eV
Max |F| = 2.4 eV/A
LUMO (alpha / beta) = -8.41 / -13.04 eV
Charge = +3

=====

C20H29BFN5O8S | ωB97M-V/def2-TZVPD

Last column: Mulliken charge in e.
Geometry (Å):
N  -0.65  -5.87  5.68  -0.612
C  -0.10  -5.15  4.52  -0.591
C  -1.20  -4.30  3.82  -0.569
C  -1.04  -4.29  2.27  -0.640
C  -1.15  -2.87  1.74  -0.543
O  -0.14  -2.55  0.70  -0.283
C  -0.69  -2.61  -0.52  -0.450
O  -1.21  -3.61  -0.96  -0.506
C  -0.66  -1.41  -1.45  0.460
C  -1.91  -0.97  -1.88  0.576
N  -3.11  -1.57  -1.42  -0.425
C  -1.97  0.07  -2.75  0.084
F  -3.13  0.50  -3.17  -0.274
N  -0.86  0.68  -3.21  0.129
S  -1.12  1.97  -4.38  -0.080
C  0.36  0.30  -2.79  0.045
C  1.61  1.00  -3.26  -1.640
C  2.16  1.93  -2.15  -0.653
C  1.20  3.12  -1.88  -0.180
N  1.12  3.44  -0.45  -0.448
C  0.00  4.38  -0.22  -0.944
C  0.27  5.70  -0.93  0.397
C  1.56  6.18  -0.87  -0.204
C  1.92  7.34  -1.51  -0.769
C  0.92  8.02  -2.19  -0.409
C  -0.35  7.55  -2.26  -0.455
C  -0.70  6.38  -1.63  0.302
O  -1.97  5.84  -1.70  -0.544
C  0.50  -0.76  -1.90  0.854
B  1.94  -1.26  -1.39  0.430
O  2.18  -1.42  -0.06  -0.441
O  2.99  -1.51  -2.25  -0.546
H  -0.41  -6.86  5.53  0.289
H  -0.18  -5.57  6.53  0.235
H  0.33  -5.88  3.83  0.375
H  0.70  -4.48  4.87  0.301
H  -1.10  -3.29  4.24  0.276
H  -2.18  -4.67  4.14  0.326
H  -1.83  -4.93  1.87  0.304
H  -0.10  -4.78  2.01  0.408
H  -2.14  -2.74  1.29  0.290
H  -1.05  -2.10  2.50  0.488
H  -3.78  -0.82  -1.24  0.297
H  -3.51  -2.22  -2.09  0.276
H  -1.87  2.81  -3.62  0.216
H  2.39  0.29  -3.52  0.471
H  1.42  1.57  -4.18  0.580
H  3.08  2.36  -2.54  0.287
H  2.34  1.40  -1.20  0.486
H  0.18  2.88  -2.22  -0.052
H  1.56  3.96  -2.48  0.380
H  0.79  2.58  -0.02  0.256
H  -0.96  3.95  -0.56  0.378
H  -0.12  4.55  0.86  0.464
H  2.34  5.64  -0.34  0.410
H  2.93  7.72  -1.49  0.421
H  1.20  8.95  -2.69  0.355
H  -1.12  8.07  -2.83  0.439
H  -2.58  6.30  -1.11  0.318
H  1.78  -0.71  0.45  0.323
H  3.66  -0.84  -2.08  0.367
N  0.36  -9.36  6.14  0.973
O  0.40  -8.65  5.10  -0.704
O  1.20  -10.25  6.32  -0.662
O  -0.53  -9.15  6.99  -0.640

Properties
Molar mass = 529.36 g mol⁻¹
Frontier orbital gap = 2.63 eV
Total energy = -59264.013 eV
HOMO energy = -5.69 eV
Max |F| = 2.5 eV/A
LUMO = -3.07 eV
Relative energy (zero: lowest compared OMol25 entry of this formula, charge and spin) = 1.0500 eV